No. 1
DFT (ωB97M-V with the def2-TZVPD basis set) results for the molecule C7H12O at a distorted geometry.

Structure (XYZ):
```
20
Properties=species:S:1:pos:R:3:forces:R:3:lowdin_charge:R:1
C 1.76720 2.24363 0.55278 0.30 -1.50 0.71 0.01
C 0.89261 1.26938 0.81454 -0.22 -0.07 -0.33 -0.18
C -0.42226 1.13735 0.08341 1.40 1.40 0.70 -0.33
C -1.36959 1.98687 0.48867 -1.48 -1.21 -1.25 0.05
C -0.52175 0.12375 -1.01447 -2.34 -0.71 -0.52 -0.17
C 0.21985 -1.18758 -0.76076 -0.13 -0.92 -1.01 -0.20
C -0.56722 -2.27414 -0.03799 0.18 0.46 1.07 -0.27
O 0.12640 -3.49836 0.18691 0.24 0.03 -0.50 -0.07
H 2.69976 2.22915 1.14382 -0.48 0.54 -0.59 0.06
H 1.59905 2.87415 -0.30905 0.20 0.35 0.22 0.06
H 1.05298 0.51069 1.60412 0.15 0.59 -0.38 0.11
H -2.38769 1.83283 0.07595 0.59 0.41 0.14 0.07
H -1.27299 2.76906 1.21837 0.36 -0.06 0.27 0.06
H -0.37426 0.39546 -2.07883 0.94 0.87 0.82 0.13
H -1.62734 -0.01665 -1.14503 0.50 -0.58 0.46 0.12
H 1.14959 -1.00205 -0.24370 0.39 0.08 0.13 0.10
H 0.46759 -1.62886 -1.73647 0.24 0.17 0.18 0.12
H -1.44541 -2.52194 -0.63412 -0.12 -0.01 0.31 0.12
H -0.81725 -1.89477 0.96500 -0.66 0.10 -0.31 0.12
H 0.83074 -3.34798 0.82685 -0.08 0.04 -0.10 0.08
```
Forces are in eV/Å.

Results
Energy = -349.08072 Ha
SMILES = C=CC(=C)CCCO
Frontier orbital gap = 10.32 eV

No. 2
DFT (ωB97M-V with the def2-TZVPD basis set) results for a cluster of 9 separate species, C4H29N2O8S in total at a distorted geometry.

Structure (XYZ):
```
44
Properties=species:S:1:pos:R:3:forces:R:3:lowdin_charge:R:1
C -0.39673 0.77846 1.74581 -0.99 -0.60 -1.93 -0.15
N -1.62797 0.32580 1.06760 0.83 0.28 -0.06 -0.08
C -1.49637 -0.83118 0.19198 -0.20 -0.52 0.51 -0.31
C -2.13462 -2.10289 0.78993 0.13 0.70 -0.56 -0.52
S -1.86488 -3.49073 -0.37117 -0.39 0.10 -0.02 0.75
C 0.56800 1.32672 0.67435 -1.03 -1.09 1.21 -0.16
N 0.04371 2.57912 0.06638 1.08 -0.36 0.19 0.19
H 0.12379 -0.05995 2.21448 0.11 0.24 0.57 0.12
H -0.74231 1.57094 2.40710 0.55 -0.09 0.48 0.13
H -2.43013 0.25076 1.67630 0.43 0.08 -0.17 0.07
H -0.45259 -1.08051 0.02480 0.18 0.26 -0.01 0.07
H -1.93710 -0.63767 -0.79076 0.01 0.01 0.04 0.11
H -1.75092 -2.28899 1.78761 0.17 -0.25 0.01 0.09
H -3.19808 -1.88298 0.87802 -0.11 -0.50 0.01 0.04
H -1.08929 -4.27449 0.37709 0.06 0.05 0.25 -0.14
H 0.64459 0.62792 -0.15033 0.20 -0.20 0.07 0.10
H 1.53117 1.39849 1.16806 0.16 0.75 -0.43 0.11
H -0.67044 2.36786 -0.63645 0.01 -0.15 -0.03 0.12
H 0.88546 2.97026 -0.37563 -0.29 0.71 0.04 0.14
H -0.38137 3.17083 0.77573 -0.01 0.37 -0.14 0.15
H 3.26355 2.20205 -0.87190 0.53 -0.59 0.37 0.02
H 3.44231 2.63661 0.64343 0.49 -0.61 0.35 0.04
O 3.12690 2.88555 -0.21310 -1.23 1.35 -0.78 -0.04
H 0.83528 -2.66099 -0.78000 -0.35 0.07 0.08 0.04
H 2.17839 -3.14409 -0.30100 -0.17 -0.26 -0.01 0.08
O 1.36516 -2.73155 0.02469 0.50 -0.40 -0.38 -0.07
H 3.91831 -0.30529 -0.10838 -0.34 0.18 -0.11 0.02
H 5.00669 0.70234 -0.15696 0.39 0.25 -0.36 0.07
O 4.31707 0.34706 -0.72532 0.07 -0.46 0.59 -0.08
H -4.81218 -0.17532 0.71354 -0.10 0.36 -0.34 0.07
H -4.28530 -0.06136 2.08667 -0.18 0.40 0.21 0.06
O -4.34062 0.45756 1.27132 -0.57 -0.70 0.27 -0.04
H -0.73975 1.02117 -3.23082 0.06 -0.83 -1.90 0.03
H 0.62476 1.03537 -2.29585 0.17 -0.70 -1.44 0.01
O -0.30174 1.23951 -2.44573 -0.06 1.47 3.25 -0.02
H 2.99100 0.20186 -3.55395 -0.62 0.06 -0.19 0.07
H 3.22954 -0.14088 -2.15319 -0.58 0.20 0.11 0.01
O 2.47297 0.02447 -2.75339 0.97 -0.05 0.03 -0.07
H 3.72233 -1.65469 1.57704 0.26 0.58 0.47 0.07
H 2.42269 -1.76598 0.91586 -0.31 1.36 0.15 0.01
O 3.01954 -1.05522 1.28051 0.15 -1.56 -0.29 -0.08
H -3.17961 2.28319 0.74139 -0.02 -0.01 -0.21 0.01
H -3.11338 3.33023 -0.39067 -0.42 0.09 -0.37 0.04
O -2.78293 3.12653 0.47889 0.48 0.00 0.49 -0.05
```
Forces are in eV/Å.

Results
Energy = -1279.18714 Ha
Total charge = +1
Frontier orbital gap = 9.09 eV

No. 3
DFT (ωB97M-V with the def2-TZVPD basis set) results for the ion C7H8N3O3 with charge -1 at a distorted geometry.

Structure (XYZ):
```
21
Properties=species:S:1:pos:R:3:forces:R:3:lowdin_charge:R:1
C 0.71813 -2.24677 -0.46803 -0.52 2.66 1.61 0.01
C 0.68937 -3.49043 -0.78038 0.73 -3.39 0.27 -0.17
C -0.53938 -1.50134 -0.18373 -0.65 2.11 -0.91 -0.44
C 0.59851 1.38675 1.64221 0.74 0.80 -1.91 -0.32
C 1.35104 1.25622 -0.73939 0.77 -0.51 -1.70 -0.35
C 0.50999 0.88850 0.29752 -0.84 -2.36 0.92 -0.26
C -1.86763 0.46793 -0.06894 1.19 2.16 -1.74 -0.23
N -0.25180 1.23373 2.57975 0.38 0.59 3.58 -0.01
N 2.45621 1.89512 -0.66684 2.52 2.52 -0.68 -0.04
N -0.54574 -0.13435 -0.00232 0.87 1.21 0.84 0.01
O 0.78221 -4.65089 -0.94610 -0.42 1.69 -0.33 0.16
O -1.64865 -2.00087 -0.29032 -0.53 -1.75 -0.22 0.02
O -2.35467 0.47599 -1.42515 -0.25 -0.18 0.21 -0.07
H 1.57536 -1.79935 0.02537 0.45 -0.23 -0.55 0.13
H 1.40891 2.10296 1.80096 0.33 -0.24 -0.38 0.09
H 1.20033 0.92791 -1.76470 -1.42 -0.56 -0.06 0.10
H -1.72899 1.54615 0.19071 -0.10 -1.03 -0.12 0.13
H -2.62020 0.06755 0.52177 -0.95 -1.14 1.46 0.09
H 0.18942 1.75876 3.46197 -1.52 -1.34 -2.27 0.05
H 2.83825 2.20896 -1.63208 -1.01 -1.11 2.00 0.03
H -2.76069 -0.39253 -1.55227 0.24 0.10 -0.01 0.06
```
Forces are in eV/Å.

Results
Energy = -661.49085 Ha
Total charge = -1
Frontier orbital gap = 6.25 eV

No. 4
DFT (ωB97M-V with the def2-TZVPD basis set) results for a structure of composition C4H10N2OS at a distorted geometry.

Structure (XYZ):
```
18
Properties=species:S:1:pos:R:3:forces:R:3:lowdin_charge:R:1
C -1.94218 -0.06584 1.10222 -3.61 -1.33 -0.29 -0.07
C -0.64344 0.35112 0.29339 0.71 1.34 1.10 -0.40
C 0.09597 -0.59965 -0.66294 -1.57 3.15 2.45 -0.43
C 1.26073 -1.36230 0.07714 -1.03 -2.13 -3.21 -0.55
H -1.78038 -0.61432 2.12803 -0.03 1.66 -1.76 0.08
H -2.50783 -1.01919 0.50129 1.49 3.04 1.78 0.10
H -2.97619 0.86751 1.17974 3.95 -2.79 -0.09 0.17
H 1.79391 2.19202 0.15174 -3.97 -0.62 -3.22 0.15
H 0.66434 3.13241 -0.74980 -1.21 0.03 0.54 0.02
H 0.28372 0.24565 -1.44663 0.57 -2.54 0.32 0.15
H -1.73385 -1.25744 -1.28435 -0.04 0.79 -0.79 0.09
H 1.54341 -2.16313 -0.75225 0.02 1.53 1.69 0.11
H 0.77517 -2.06789 0.85790 1.09 1.78 -0.63 0.12
H 3.01915 0.46634 -0.89365 -1.02 -2.15 3.33 0.05
N -0.30684 1.56213 0.35330 -0.08 3.45 -0.79 -0.01
N 0.74017 2.12330 -0.65681 3.72 -1.81 4.54 -0.07
O -0.96923 -1.46149 -0.76646 0.65 -4.58 -2.11 -0.10
S 2.68339 -0.32923 0.56813 0.35 1.18 -2.87 0.59
```
Forces are in eV/Å.

Results
Energy = -741.07485 Ha
Frontier orbital gap = 8.65 eV

No. 5
DFT (ωB97M-V with the def2-TZVPD basis set) results for the ion C4H11N2 with charge +1 at a distorted geometry.

Structure (XYZ):
```
17
Properties=species:S:1:pos:R:3:forces:R:3:lowdin_charge:R:1
C -0.01192 1.84686 -0.92548 0.24 -0.85 -0.41 -0.09
C -0.72605 0.52197 -1.26220 -0.37 1.60 0.15 -0.25
C 0.14160 -0.70297 -1.08346 -1.47 -0.44 0.73 -0.14
N 0.67012 -0.83843 0.31301 -0.22 0.45 -1.01 0.08
C -0.12227 -0.81312 1.34012 1.10 -0.04 1.08 -0.11
N 0.33274 -1.14559 2.54473 -0.58 0.50 -1.43 0.20
H -0.54458 2.68089 -1.37031 0.06 0.13 0.09 0.08
H 0.08821 1.99965 0.14753 0.00 0.09 0.03 0.07
H 0.98880 1.77139 -1.36041 0.01 0.44 0.06 0.08
H -1.66967 0.51099 -0.69895 0.24 -0.53 0.22 0.10
H -1.11776 0.59478 -2.27868 0.44 -0.39 -0.18 0.12
H -0.53770 -1.55273 -1.17812 0.42 -0.26 -0.48 0.13
H 0.95181 -0.78235 -1.79434 0.22 0.10 0.07 0.13
H 1.65802 -1.02722 0.42866 -0.12 -0.16 0.05 0.17
H -1.12965 -0.43484 1.23557 -0.19 -0.40 -0.11 0.17
H -0.26410 -1.23677 3.33007 -0.41 0.11 0.65 0.13
H 1.29243 -1.39250 2.61227 0.62 -0.38 0.49 0.13
```
Forces are in eV/Å.

Results
Energy = -268.28239 Ha
Total charge = +1
SMILES = CCCNC=[NH2+]
Frontier orbital gap = 11.33 eV

No. 6
DFT (ωB97M-V with the def2-TZVPD basis set) results for a cluster of 2 separate species, C3H10NO2 in total at a distorted geometry.

Structure (XYZ):
```
16
Properties=species:S:1:pos:R:3:forces:R:3:lowdin_charge:R:1
C 1.61741 -0.25982 1.15165 1.08 -0.79 1.07 0.00
C -0.39214 0.96293 0.70226 -3.65 1.27 0.31 -0.02
C -0.18040 -1.34234 0.01602 -1.01 -1.76 -0.53 -0.04
N 0.29889 -0.25182 0.56131 0.39 -3.25 0.73 -0.18
O -0.58779 0.63682 -2.20325 -0.57 0.59 -0.37 -0.07
O -1.44933 -1.42978 -0.47054 3.10 0.37 0.95 0.11
H 1.66537 0.19149 2.19085 -0.53 -0.86 -1.16 0.14
H 2.06227 -1.28285 1.10961 -0.36 0.91 0.21 0.12
H 2.16693 0.38873 0.52818 1.18 0.70 -0.63 0.09
H -0.37182 1.47366 1.74785 0.21 -1.38 -1.78 0.16
H -0.01579 1.62555 -0.07221 -0.23 0.32 0.15 0.10
H -1.50513 0.67333 0.44724 1.92 1.68 0.90 0.13
H 0.38006 -2.37640 -0.09823 -0.84 2.61 0.55 0.22
H -0.74201 1.50491 -2.66231 -0.01 -1.48 0.42 0.10
H -1.24779 -0.01484 -2.51387 0.48 0.82 -0.34 0.07
H -1.69872 -0.49956 -0.43456 -1.17 0.25 -0.49 0.06
```
Forces are in eV/Å.

Results
Energy = -325.24716 Ha
Total charge = +1
Frontier orbital gap = 11.64 eV

No. 7
DFT (ωB97M-V with the def2-TZVPD basis set) results for a cluster of 2 separate species, C5H12O3 in total at a distorted geometry.

Structure (XYZ):
```
20
Properties=species:S:1:pos:R:3:forces:R:3:lowdin_charge:R:1
C -1.69865 -0.23606 0.95361 -0.02 -0.02 -0.29 -0.03
C -0.95124 -0.53477 -0.34395 -0.45 -0.80 0.55 -0.38
O 0.42311 -0.68792 -0.12600 2.25 -0.70 0.51 -0.12
C -1.10804 0.59518 -1.38215 0.48 -0.28 -0.10 -0.43
O -0.79187 1.87047 -0.89986 0.02 0.08 0.14 0.02
O -2.43051 0.54378 -1.85855 -0.09 -0.07 0.06 0.01
H -2.73178 0.03068 0.74102 -0.15 -0.02 0.01 0.08
H -1.69678 -1.11586 1.59452 0.03 0.01 0.06 0.08
H -1.22351 0.58649 1.48897 0.08 -0.02 0.04 0.08
H -1.37918 -1.43507 -0.80920 -0.03 0.15 0.03 0.15
H 1.01963 -1.35973 0.43897 -2.95 1.75 -1.54 0.14
H -0.38542 0.41428 -2.18891 -0.11 0.03 0.12 0.16
H -1.34944 2.05321 -0.13226 0.02 -0.03 -0.07 0.09
H -2.52325 1.20833 -2.55194 0.05 -0.05 0.11 0.10
C 2.51625 0.25393 1.01411 0.04 -1.05 -0.23 -0.05
C 2.99364 -0.95521 0.66450 1.60 1.51 0.52 -0.11
H 2.15720 0.44721 2.01345 0.21 0.06 0.26 0.06
H 2.33753 1.04138 0.29664 -0.05 -0.10 -0.12 0.06
H 3.40462 -1.62637 1.40576 -0.60 -0.34 0.25 0.05
H 3.41769 -1.09395 -0.31871 -0.33 -0.12 -0.32 0.05
```
Forces are in eV/Å.

Results
Energy = -423.35246 Ha
SMILES = C[C@H](O)C(O)O.C=C
Frontier orbital gap = 10.56 eV

No. 8
DFT (ωB97M-V with the def2-TZVPD basis set) results for a cluster of 2 separate species, C2H9NO2 in total at a distorted geometry.

Structure (XYZ):
```
14
Properties=species:S:1:pos:R:3:forces:R:3:lowdin_charge:R:1
N -0.17704 -0.36238 -0.07826 -2.49 0.01 3.81 -0.05
C 0.42440 -1.65089 0.50299 -2.18 2.69 1.51 -0.25
C 0.68171 -2.59992 -0.60272 0.00 -1.60 -0.53 -0.28
O 2.05066 -3.03299 -0.56165 -0.08 2.33 -0.01 -0.06
H 0.05924 -0.27075 -1.01250 -0.04 0.43 -1.89 -0.01
H -1.14167 0.08103 0.24333 3.06 -1.87 -1.13 0.12
H 1.34560 -1.29610 0.98265 -0.01 -0.68 -0.12 0.10
H -0.24807 -2.11030 1.34120 1.08 0.98 -1.59 0.14
H 0.14269 -3.57520 -0.36063 -0.26 1.45 -1.00 0.13
H 0.42642 -2.11920 -1.61650 0.23 -1.06 1.38 0.13
H 1.90934 -3.92943 -0.69092 0.70 -2.69 -0.43 0.03
O -2.41135 6.66527 0.72125 -1.08 -1.95 -0.18 -0.11
H -3.13573 5.99072 0.94672 1.67 1.51 -0.54 0.07
H -1.86969 6.21253 0.03597 -0.59 0.44 0.72 0.04
```
Forces are in eV/Å.

Results
Energy = -286.76197 Ha
SMILES = NCCO.O
Frontier orbital gap = 9.73 eV

No. 9
DFT (ωB97M-V with the def2-TZVPD basis set) results for the molecule C7H12O3S at a distorted geometry.

Structure (XYZ):
```
23
Properties=species:S:1:pos:R:3:forces:R:3:lowdin_charge:R:1
C -0.08751 0.42730 0.73724 -0.57 3.42 4.37 -0.13
C -1.47499 0.21536 0.90279 -0.35 -1.46 -0.99 -0.60
C 1.37780 1.33782 -0.92316 2.54 -0.94 0.43 -0.03
C 0.65257 -0.97576 -1.26791 0.02 1.74 -2.09 -0.06
C 2.07400 -0.60638 0.74245 -1.36 -0.97 1.98 -0.03
C -3.35846 -0.66076 -0.27779 0.40 -1.03 -0.89 -0.02
C 0.96557 0.02667 -0.12884 1.08 -0.19 -2.48 -0.61
O -2.10414 0.41765 1.90777 -0.64 0.48 0.58 0.05
O 1.64238 2.11765 2.17497 0.36 0.63 0.44 -0.60
O -1.95971 -0.35536 -0.21120 -0.75 -0.26 -0.72 -0.06
S 0.18899 1.86380 2.23078 0.12 -2.87 -2.97 1.02
H 0.55598 1.76246 -1.54644 0.54 -0.15 0.92 0.10
H 2.07463 0.77168 -1.65297 -0.45 2.02 0.90 0.09
H 1.95026 2.04819 -0.17540 -1.29 -1.10 -1.99 0.11
H 0.48959 -1.92936 -0.92303 -0.22 -2.36 1.12 0.04
H 1.58242 -1.03478 -1.98500 -1.93 0.20 1.27 0.13
H -0.31612 -0.74689 -1.80588 1.46 0.17 0.18 0.10
H 1.88931 -1.73143 0.86632 0.19 1.49 -0.48 0.11
H 3.11805 -0.46814 0.49808 0.05 0.41 -0.28 0.08
H 1.80367 -0.20482 1.75169 1.31 -0.41 -0.55 0.06
H -3.80298 -0.32928 0.61955 -0.82 0.47 0.83 0.07
H -3.49331 -1.76647 -0.35733 0.24 0.82 -0.01 0.11
H -3.76799 -0.17915 -1.17668 0.09 -0.10 0.41 0.10
```
Forces are in eV/Å.

Results
Energy = -897.68324 Ha
Frontier orbital gap (spin up / spin down) = 7.97 / 7.86 eV